[1]
DFT (ωB97M-V/def2-TZVPD) results for a structure of composition C2H5PSi.

CARTESIAN COORDINATES (ANGSTROEM)
C 0.040 0.309 0.651
C 0.122 0.148 -0.936
Si -1.498 -0.416 -0.114
P 1.333 -0.837 -0.064
H 0.385 1.172 1.198
H 0.306 0.880 -1.560
H -1.244 -1.917 0.275
H -2.886 -0.042 0.140
H 3.442 0.704 0.410

Summary:
Highest occupied orbital energy (alpha / beta) = -7.90 / -9.41 eV
Relative energy (zero: lowest compared OMol25 entry of this formula, charge and spin) = 74.8 kcal per mole
Energy = -19314.855 eV
Frontier orbital gap (alpha / beta) = 7.3849 / 8.6385 eV



[2]
DFT (ωB97M-V/def2-TZVPD) results for a structure of composition C31H34Br2N3O3PtS.

CARTESIAN COORDINATES (ANGSTROEM)
Pt -0.488 -0.744 -0.046
O -3.489 -4.406 2.652
C -2.913 -3.823 3.746
C -3.107 -4.290 5.038
C -2.454 -3.677 6.095
C -1.605 -2.603 5.874
C -1.414 -2.137 4.581
C -2.065 -2.741 3.518
C -1.895 -2.235 2.099
O -1.254 -1.018 2.046
N -1.120 -3.241 1.356
N -0.422 -2.889 0.294
C 0.372 -3.729 -0.277
C 1.171 -3.434 -1.439
Br 0.772 -1.790 -2.340
C 2.176 -4.173 -1.920
C 2.568 -5.503 -1.429
C 1.636 -6.521 -1.220
C 2.045 -7.761 -0.757
C 3.386 -8.000 -0.495
C 4.323 -7.003 -0.727
C 3.920 -5.766 -1.202
H -4.181 -5.015 2.931
H -3.770 -5.130 5.214
H -2.609 -4.045 7.101
H -1.089 -2.134 6.700
H -0.763 -1.298 4.377
H -2.899 -2.193 1.645
H -1.065 -4.184 1.711
H 0.489 -4.717 0.156
H 2.779 -3.760 -2.722
H 0.595 -6.353 -1.467
H 1.316 -8.547 -0.609
H 3.703 -8.964 -0.122
H 5.373 -7.193 -0.547
H 4.652 -4.987 -1.375
C 3.890 4.504 -2.555
C 2.519 5.138 -2.287
C 1.909 5.565 -3.636
C 2.701 6.379 -1.395
C 1.582 4.170 -1.597
C 2.056 3.008 -0.952
C 1.164 2.107 -0.470
Br 1.829 0.561 0.421
C -0.265 2.229 -0.640
O -1.040 1.245 -0.476
C -0.743 3.534 -1.088
C 0.202 4.415 -1.564
C -2.201 3.997 -1.071
C -2.276 5.231 -0.152
C -3.208 2.968 -0.561
C -2.619 4.396 -2.500
H 4.482 5.179 -3.171
H 3.790 3.559 -3.094
H 4.449 4.331 -1.635
H 2.649 6.125 -4.205
H 1.038 6.206 -3.508
H 1.616 4.693 -4.223
H 3.359 7.088 -1.897
H 3.151 6.111 -0.437
H 1.748 6.872 -1.201
H 3.114 2.821 -0.839
H -0.147 5.363 -1.947
H -1.947 4.987 0.860
H -3.308 5.576 -0.100
H -1.665 6.055 -0.521
H -2.952 2.611 0.432
H -3.287 2.109 -1.225
H -4.189 3.441 -0.500
H -2.014 5.213 -2.893
H -3.659 4.722 -2.491
H -2.533 3.544 -3.177
S -2.731 0.824 2.613
C -4.101 -0.089 2.624
N -5.036 -0.778 2.620

Summary:
Highest occupied orbital energy (alpha / beta) = -10.60 / -10.58 eV
<S²> = 6.05
Spin multiplicity = 5
Total charge = +1
Relative energy (zero: lowest compared OMol25 entry of this formula, charge and spin) = 0.0 kcal per mole
Energy = -197467.060 eV
Frontier orbital gap (alpha / beta) = 7.7466 / 4.9470 eV



[3]
DFT (ωB97M-V/def2-TZVPD) results for a structure of composition C42H42BrN4O4PPtS.

CARTESIAN COORDINATES (ANGSTROEM)
Pt 0.311 -0.637 0.950
O 2.096 -1.768 -2.334
S 1.956 -0.642 -1.490
O 0.628 0.111 -1.559
O 2.203 -0.940 -0.088
C 3.140 0.575 -2.063
C 4.381 0.052 -2.415
C 5.437 0.999 -2.709
C 5.204 2.339 -2.522
C 3.910 2.790 -2.324
C 2.845 1.918 -2.095
P 1.237 2.547 -1.673
C 1.348 3.690 -0.285
C 0.232 4.564 -0.263
C 0.200 5.586 0.667
C 1.133 5.577 1.701
C 2.273 4.708 1.718
C 2.331 3.762 0.693
C 0.548 3.368 -3.150
C 0.255 2.424 -4.164
C -0.109 2.893 -5.418
C -0.317 4.243 -5.558
C -0.194 5.197 -4.531
C 0.318 4.781 -3.349
H 4.569 -0.993 -2.469
H 6.409 0.642 -3.009
H 5.998 3.039 -2.611
H 3.794 3.871 -2.359
H -0.526 4.584 -1.038
H -0.625 6.294 0.671
H 1.070 6.405 2.403
H 2.999 4.937 2.495
H 3.291 3.188 0.725
H 0.472 1.375 -3.964
H -0.325 2.254 -6.241
H -0.666 4.686 -6.460
H -0.341 6.262 -4.782
H 0.399 5.350 -2.467
C 0.694 -3.837 5.548
C 0.685 -2.365 5.130
C 1.024 -1.295 5.866
C 1.220 -0.041 5.269
C 0.945 0.057 3.957
Br 0.982 1.831 3.130
N 0.579 -0.917 3.143
C 0.501 -2.146 3.741
H 1.130 -4.493 4.728
H -0.338 -4.090 5.832
H 1.324 -4.051 6.405
H 1.269 -1.315 6.934
H 1.657 0.771 5.824
H 0.277 -3.035 3.166
N -0.110 -2.554 0.383
C -0.260 -3.752 -0.005
C -1.799 -3.954 -0.052
C -2.616 -3.679 -1.178
C -3.970 -4.028 -1.154
C -4.531 -4.386 0.036
C -3.776 -4.441 1.219
C -2.374 -4.370 1.157
C 0.669 -4.815 -0.376
C 2.017 -4.769 -0.151
C 2.836 -5.716 -0.699
C 2.306 -6.793 -1.392
C 0.993 -6.950 -1.546
C 0.156 -5.923 -1.134
H -2.084 -3.311 -2.058
H -4.537 -3.808 -2.013
H -5.612 -4.513 0.112
H -4.178 -4.768 2.130
H -1.797 -4.374 2.024
H 2.334 -3.977 0.444
H 3.961 -5.651 -0.593
H 2.982 -7.567 -1.777
H 0.641 -7.824 -2.020
H -0.876 -6.165 -1.487
C -2.806 2.210 3.234
N -2.976 2.087 1.730
C -3.936 3.049 1.121
C -2.426 1.096 1.032
O -1.644 0.214 1.557
N -2.725 0.976 -0.285
C -2.715 2.027 -1.289
C -2.939 -0.346 -0.763
H -2.009 2.994 3.398
H -2.505 1.222 3.545
H -3.847 2.497 3.602
H -4.302 3.675 2.014
H -4.874 2.714 0.582
H -3.427 3.840 0.542
H -2.401 2.946 -0.866
H -3.734 2.254 -1.561
H -2.026 1.724 -2.061
H -3.489 -0.988 -0.020
H -1.989 -0.899 -0.998
H -3.435 -0.306 -1.688

Summary:
Highest occupied orbital energy (alpha / beta) = -13.03 / -13.32 eV
<S²> = 6.03
Spin multiplicity = 5
Total charge = +2
Relative energy (zero: lowest compared OMol25 entry of this formula, charge and spin) = 75.6 kcal per mole
Energy = -151779.487 eV
Frontier orbital gap (alpha / beta) = 8.5183 / 6.3373 eV



Q: relative energy (zero: lowest compared OMol25 entry of this formula, charge and spin) of number 3 (C42H42BrN4O4PPtS)?
A: 75.6 kcal per mole



Q: Number 3 is which compound?
A: C42H42BrN4O4PPtS



Q: What is the formula in the second record?
A: C31H34Br2N3O3PtS



Q: What is the relative energy (zero: lowest compared OMol25 entry of this formula, charge and spin) in the third record?
A: 75.6 kcal per mole